Record 1
ORCA calculation (ωB97M-V/def2-TZVPD) on a structure of composition C31H26BrCeN7O4S at a distorted geometry.

Computed properties:
* HOMO (alpha / beta): -8.6 / -8.6 eV
* lowest unoccupied orbital energy (alpha / beta): -4.4 / -4.4 eV

ORCA input file:
```
! wB97M-V def2-TZVPD RIJCOSX def2/J DEFGRID3
* xyz 1 2
Ce -0.8995 -11.4649 11.8157
C 2.8734 -13.0209 9.3159
C 1.7025 -12.9338 10.2444
N 0.9120 -11.9003 10.4199
N 1.1461 -10.8893 9.4626
C 0.8014 -9.6278 9.6695
N 0.9542 -8.7693 8.6262
S 0.2899 -8.9622 11.2091
C 1.4048 -13.9959 11.1956
C 2.2548 -15.1051 11.3630
C 2.1857 -15.8498 12.5105
C 1.1268 -15.5479 13.4360
C 0.1422 -14.6266 13.0278
N 0.3814 -13.7286 12.0586
H 2.6798 -13.7706 8.4723
H 3.7358 -13.4501 9.9139
H 3.2050 -12.0062 8.8923
H 1.4682 -11.2875 8.5646
H 0.9808 -9.2219 7.7336
H 0.7199 -7.7803 8.7848
H 2.9654 -15.3251 10.5176
H 2.9148 -16.6684 12.7460
H 1.0653 -16.1162 14.4171
H -0.8014 -14.5281 13.5089
C 0.0336 -19.1817 21.5147
O -0.9646 -18.1580 21.4523
C -0.8117 -17.1936 20.5189
C -1.8989 -16.2375 20.4475
C -1.7242 -15.1194 19.6918
C -0.4529 -14.7893 19.1065
C 0.5013 -15.8388 19.0778
C 0.3065 -17.0737 19.6700
N -0.1608 -13.6909 18.4558
N -0.9478 -12.6643 18.4836
C -0.8544 -11.7382 17.4324
C -2.1093 -11.1043 17.2116
C -2.5188 -10.6435 15.9639
C -1.6078 -10.8440 14.8858
O -2.0399 -10.6535 13.6682
C -0.2568 -11.2118 15.1426
N 0.6229 -11.1426 14.0778
C 1.8609 -11.6504 14.2784
C 2.2998 -12.1825 15.4995
C 1.3818 -12.3708 16.5109
C 0.0997 -11.7544 16.3984
H 0.0755 -19.6033 22.5643
H 1.0634 -18.7991 21.3393
H -0.1944 -19.9662 20.7558
H -2.7962 -16.6000 20.9398
H -2.4724 -14.3769 19.5162
H 1.3819 -15.6523 18.4666
H 1.1511 -17.8144 19.6064
H -2.7215 -11.1478 18.1594
H -3.5186 -10.2008 15.8747
H 2.5879 -11.6124 13.4576
H 3.2922 -12.6036 15.5754
H 1.6247 -12.7695 17.4413
Br -5.8642 -13.1425 11.7411
C -5.0131 -13.6782 10.1631
C -5.7732 -14.5131 9.3584
C -5.6972 -14.5457 8.0066
C -5.0197 -13.5047 7.3523
C -4.1393 -12.6859 8.0562
C -3.9601 -12.9297 9.4674
C -2.8300 -12.4876 10.2584
O -2.0749 -11.4945 9.8341
O -2.4529 -13.1309 11.3048
H -6.3822 -15.2191 9.8391
H -6.2938 -15.2848 7.4411
H -4.9948 -13.3947 6.2404
H -3.6693 -11.8023 7.7157
*
```

---

Record 2
ORCA calculation (ωB97M-V/def2-TZVPD) on a structure of composition C31H26CeClIO5P at a distorted geometry.

Computed properties:
* energy above the lowest of the compared OMol25 structures with the same formula, charge and spin: 68.1 kcal/mol
* HOMO: -3.1 eV
* lowest unoccupied orbital energy: 2.1 eV

ORCA input file:
```
! wB97M-V def2-TZVPD RIJCOSX def2/J DEFGRID3
* xyz -1 1
Ce 0.4650 0.6564 -1.1950
O 1.1478 2.6620 -2.2060
Cl 0.3927 3.4192 -1.1119
O 0.0427 4.7317 -1.5759
O 2.0409 1.2467 0.0854
O -0.8586 2.5386 -1.0578
C -3.5250 1.9907 4.8415
C -2.2450 2.4755 5.0558
C -1.2138 2.1509 4.1796
C -1.4555 1.3369 3.0772
C -2.7484 0.8564 2.8662
C -3.7740 1.1756 3.7413
P -0.1405 0.9751 1.8671
C 1.4710 1.3422 2.4561
C 2.3148 1.9819 1.4002
C 3.7567 1.9173 1.7308
C 4.2387 1.2593 2.8174
C 3.4096 0.5997 3.7653
C 2.0523 0.6492 3.5188
C -0.2646 -0.8332 1.6663
C -0.5955 -1.7600 2.6618
C -0.6388 -3.1123 2.3646
C -0.3599 -3.5509 1.0708
C -0.0284 -2.6280 0.0842
C 0.0275 -1.2624 0.3683
H -4.3258 2.2433 5.5258
H -2.0364 3.1081 5.9105
H -0.2075 2.5173 4.3463
H -2.9561 0.2181 2.0143
H -4.7702 0.7901 3.5613
H 1.9917 2.9932 1.1303
H 4.4526 2.4214 1.0660
H 5.3165 1.2547 2.9664
H 3.8218 0.0857 4.6215
H 1.3852 0.1016 4.1841
H -0.8303 -1.4179 3.6656
H -0.8956 -3.8281 3.1372
H -0.4105 -4.6092 0.8354
H 0.1593 -2.9841 -0.9264
I 0.9845 0.3658 -4.6430
C -0.8824 -0.3813 -5.0621
C -1.2220 -0.6539 -6.3560
C -2.5081 -1.1687 -6.6467
C -3.3939 -1.3863 -5.6362
C -3.0522 -1.1048 -4.2891
C -3.9903 -1.3328 -3.2455
C -3.6654 -1.0536 -1.9557
C -2.3725 -0.5377 -1.6582
C -1.4230 -0.3012 -2.6100
C -1.7709 -0.5876 -3.9673
H -0.5177 -0.4804 -7.1585
H -2.7740 -1.3832 -7.6742
H -4.3817 -1.7808 -5.8491
H -4.9657 -1.7316 -3.5017
H -4.3741 -1.2246 -1.1540
H -2.1639 -0.3386 -0.6043
C 4.5842 0.2397 -1.5922
O 3.2144 -0.0012 -2.0537
C 2.5080 -1.0149 -1.6729
C 3.2072 -2.0347 -0.8592
H 4.5050 0.5017 -0.5376
H 4.9187 1.0844 -2.1838
H 5.1974 -0.6369 -1.7729
H 4.1608 -2.3736 -1.2738
H 2.5612 -2.8789 -0.6455
H 3.4100 -1.5170 0.0930
*
```

---

Record 3
ORCA calculation (ωB97M-V/def2-TZVPD) on a structure of composition C31H26Cl64FN2O3S at a distorted geometry.

Computed properties:
* energy above the lowest of the compared OMol25 structures with the same formula, charge and spin: 161.7 kcal/mol
* HOMO: -11.7 eV
* lowest unoccupied orbital energy: -4.7 eV

ORCA input file:
```
! wB97M-V def2-TZVPD RIJCOSX def2/J DEFGRID3
* xyz 1 1
C 1.3157 -5.3690 -5.1673
O 1.5113 -6.6579 -4.4851
C 0.4517 -6.9205 -3.4863
C -0.9693 -7.4068 -4.1480
C -1.9259 -6.0653 -4.4040
C -3.4671 -6.5650 -4.6525
C -4.2629 -5.7988 -5.8629
C -4.1744 -4.1636 -5.8345
C -4.1637 -3.5046 -4.3159
C -5.2029 -4.0403 -3.1832
N -5.1506 -3.4499 -1.8252
N -4.2386 -2.4821 -1.5803
C -4.2526 -1.9856 -0.1126
S -4.4701 -0.1079 -0.0121
O -3.0394 0.5381 0.1434
O -5.2260 0.4803 -1.2669
C -3.2136 -1.7784 -2.4147
C -3.0979 -2.2935 -4.0028
C -2.0390 -1.6378 -5.0688
C -0.4724 -2.0667 -4.8452
C 0.0686 -1.9387 -3.3016
F -0.1029 -0.5164 -2.8210
H 0.9238 -4.6061 -4.3384
H 0.5137 -5.5230 -6.0340
H 2.2731 -4.9196 -5.6676
H 0.2102 -5.9769 -2.7988
H 0.9031 -7.7282 -2.7326
H -1.4539 -8.1872 -3.4214
H -0.7284 -7.9740 -5.1519
H -1.5655 -5.4516 -5.3326
H -1.9203 -5.3363 -3.4626
H -4.0693 -6.5540 -3.6223
H -3.4085 -7.7162 -4.9543
H -3.7340 -6.1422 -6.8766
H -5.3957 -6.1282 -5.9881
H -5.0134 -3.7080 -6.5371
H -3.1429 -3.8680 -6.3483
H -5.9900 -4.8979 -3.4406
H -5.1540 -2.4683 0.4910
H -3.2679 -2.3640 0.4469
H -5.2131 0.3190 1.1055
H -2.5059 -0.9194 -1.9832
H -2.3873 -1.8266 -6.1948
H -2.1099 -0.4538 -4.9331
H -0.3251 -3.1192 -5.3383
H 0.1832 -1.3040 -5.4884
H 1.2123 -2.2546 -3.2367
H -0.5246 -2.6669 -2.5904
C -5.8900 3.8914 -2.5330
Cl -7.3082 2.8696 -2.8778
Cl -4.4124 3.0623 -3.0842
Cl -6.0544 5.4446 -3.3904
Cl -5.7849 4.1893 -0.7795
C 0.2918 -1.4513 0.5016
Cl -1.1265 -2.4732 0.1567
Cl 1.7694 -2.2805 -0.0496
Cl 0.1274 0.1018 -0.3558
Cl 0.3969 -1.1535 2.2551
C -4.8082 -5.7548 -9.8949
Cl -3.0755 -5.8406 -9.4887
Cl -5.5165 -4.2898 -9.1693
Cl -5.0009 -5.6934 -11.6651
Cl -5.6399 -7.1954 -9.2566
C 3.8918 -2.4786 4.1717
Cl 3.5508 -0.9088 4.9423
Cl 5.6470 -2.6451 3.9143
Cl 3.3188 -3.7951 5.2268
Cl 3.0506 -2.5656 2.6035
C 5.0918 1.0023 1.2820
Cl 3.6735 -0.0196 0.9372
Cl 6.5694 0.1731 0.7308
Cl 4.9274 2.5554 0.4246
Cl 5.1969 1.3001 3.0355
C 3.5918 -2.2032 9.1971
Cl 1.9324 -2.5212 9.7626
Cl 3.5450 -1.6306 7.5105
Cl 4.3416 -0.9573 10.2267
Cl 4.5482 -3.7037 9.2886
C -5.7082 7.7083 0.9394
Cl -5.8527 7.4677 -0.8201
Cl -4.2335 6.9015 1.5301
Cl -5.6142 9.4517 1.2947
Cl -7.1324 7.0124 1.7529
C 8.6918 -4.2880 8.5912
Cl 8.4603 -3.9914 10.3327
Cl 8.9299 -6.0316 8.3122
Cl 7.2528 -3.7347 7.6980
Cl 10.1242 -3.3945 8.0218
C -4.8082 3.1131 -6.9918
Cl -4.9527 2.8724 -8.7512
Cl -3.3335 2.3062 -6.4010
Cl -4.7142 4.8565 -6.6365
Cl -6.2324 2.4172 -6.1782
C 8.9918 0.6131 -2.5885
Cl 7.3811 0.7308 -3.3411
Cl 9.4034 2.1671 -1.8203
Cl 8.9789 -0.6736 -1.3561
Cl 10.2037 0.2280 -3.8365
C -4.2082 11.3304 4.9451
Cl -4.8769 12.7205 4.0535
Cl -5.1379 11.0840 6.4450
Cl -4.3155 9.8682 3.9328
Cl -2.5025 11.6490 5.3494
C 11.9918 -1.6540 -7.4597
Cl 10.3324 -1.9721 -6.8942
Cl 11.9450 -1.0814 -9.1463
Cl 12.7416 -0.4081 -6.4301
Cl 12.9482 -3.1545 -7.3682
C 9.2918 -4.6651 3.9653
Cl 9.1473 -4.9058 2.2058
Cl 10.7665 -5.4720 4.5560
Cl 9.3858 -2.9217 4.3206
Cl 7.8676 -5.3610 4.7788
C -4.2082 15.1640 7.3927
Cl -5.8189 15.2817 6.6401
Cl -3.7966 16.7181 8.1609
Cl -4.2211 13.8774 8.6251
Cl -2.9963 14.7790 6.1448
C -6.9082 14.2539 12.1521
Cl -6.6664 15.0022 10.5533
Cl -6.7553 12.4845 12.0089
Cl -5.6785 14.8664 13.2866
Cl -8.5326 14.6624 12.7594
C 6.2674 2.5197 11.7447
Cl 8.0001 2.4339 12.1510
Cl 5.5591 3.9848 12.4704
Cl 6.0747 2.5811 9.9745
Cl 5.4357 1.0792 12.3831
*
```

---

Record 4
ORCA calculation (ωB97M-V/def2-TZVPD) on a structure of composition C31H26N2O6S2Tm at a distorted geometry.

Computed properties:
* HOMO (alpha / beta): -4.9 / -4.9 eV
* lowest unoccupied orbital energy (alpha / beta): 2.6 / 2.6 eV

ORCA input file:
```
! wB97M-V def2-TZVPD RIJCOSX def2/J DEFGRID3
* xyz -1 3
Tm -0.3323 0.3688 0.2740
C -0.5215 -1.7055 -3.8543
C 0.0144 -1.3118 -2.4992
N -0.7960 -0.9145 -1.5656
N -2.1374 -0.9477 -1.9131
C -3.0233 -0.2891 -1.2508
S -2.9289 0.8233 0.0566
S -4.6699 -0.5235 -1.9483
C -4.8710 1.1809 -2.6137
C -4.0441 1.3814 -3.8463
C -4.5636 1.0854 -5.1048
C -3.7898 1.2400 -6.2440
C -2.4787 1.6851 -6.1365
C -1.9508 1.9725 -4.8862
C -2.7266 1.8229 -3.7456
C 1.4612 -1.3998 -2.2846
C 2.2294 -2.1142 -3.2199
C 3.6003 -2.2137 -3.1494
C 4.2722 -1.5549 -2.1194
C 3.5576 -0.8562 -1.1783
C 2.1449 -0.7765 -1.1974
O 1.5541 -0.1318 -0.2365
H -1.5263 -1.3176 -3.9718
H -0.5669 -2.7944 -3.9337
H 0.1157 -1.3175 -4.6466
H -4.5784 1.8563 -1.8114
H -5.9358 1.2867 -2.8173
H -5.5843 0.7273 -5.1828
H -4.2085 1.0147 -7.2176
H -1.8735 1.8113 -7.0262
H -0.9270 2.3145 -4.7927
H -2.3013 2.0497 -2.7737
H 1.7263 -2.6377 -4.0215
H 4.1484 -2.7885 -3.8848
H 5.3537 -1.5947 -2.0557
H 4.0500 -0.3458 -0.3616
O -0.4064 0.9569 2.5991
C 0.1761 -0.1670 3.2977
C -0.6491 -1.4145 2.7333
O -0.9728 -2.2917 3.5117
O -0.8424 -1.3316 1.4781
C 1.6432 -0.3460 2.9233
C 2.5049 0.7460 2.9623
C 3.8576 0.5869 2.7081
C 4.3688 -0.6671 2.4129
C 3.5162 -1.7592 2.3656
C 2.1632 -1.6005 2.6198
C 0.0245 -0.0013 4.7928
C 0.7924 -0.7537 5.6764
C 0.6715 -0.5719 7.0442
C -0.2171 0.3648 7.5532
C -1.0103 1.0929 6.6814
C -0.8966 0.9056 5.3111
H 0.0072 1.7675 2.9149
H 2.1377 1.7342 3.2173
H 4.5180 1.4446 2.7466
H 5.4268 -0.7929 2.2182
H 3.9057 -2.7397 2.1219
H 1.5091 -2.4633 2.5925
H 1.4886 -1.4842 5.2862
H 1.2822 -1.1609 7.7173
H -0.2941 0.5214 8.6220
H -1.7225 1.8142 7.0629
H -1.5415 1.4597 4.6423
O 0.3231 2.5830 0.5611
C 0.1711 2.7775 -0.6717
O -0.2988 1.9389 -1.4678
H 0.4716 3.7662 -1.0741
*
```

---

Record 5
ORCA calculation (ωB97M-V/def2-TZVPD) on a structure of composition C31H27BClGeN4O2Rh at a distorted geometry.

Computed properties:
* HOMO (alpha / beta): -10.1 / -10.1 eV
* lowest unoccupied orbital energy (alpha / beta): -4.4 / -4.9 eV

ORCA input file:
```
! wB97M-V def2-TZVPD RIJCOSX def2/J DEFGRID3
* xyz 1 2
Rh 0.6285 -0.5516 -0.2187
Cl -1.3634 6.0946 -0.7401
C -0.9007 4.5579 -0.1372
C 0.0369 4.4745 0.8995
C 0.4486 3.2364 1.3351
C -0.0489 2.0406 0.7740
O 0.4361 0.9178 1.1696
C -1.0827 2.1315 -0.2498
C -1.6925 0.9897 -0.7976
O -1.5233 -0.2544 -0.3583
C -1.4578 3.4156 -0.6898
H 0.4546 5.3665 1.3380
H 1.1905 3.1376 2.1119
H -2.3984 1.1238 -1.6124
H -2.1946 3.5090 -1.4738
B 3.5345 -2.4191 0.3643
N 3.6091 -0.9576 -0.1334
C 4.7047 -0.2171 -0.2534
C 4.3507 1.0538 -0.6960
C 2.9759 1.0009 -0.8302
N 2.5538 -0.2264 -0.4810
N 2.2772 -3.0814 -0.2263
C 2.2565 -4.3521 -0.6982
C 0.9931 -4.7506 -0.9597
C 0.0997 -3.5984 -0.6086
N 1.0391 -2.5840 -0.1727
H 3.4217 -2.4227 1.5546
H 4.4927 -3.0011 -0.0232
H 5.6741 -0.6082 -0.0248
H 4.9984 1.8815 -0.9038
H 2.2871 1.7612 -1.1613
H 3.1734 -4.8923 -0.8200
H 0.6559 -5.6792 -1.3651
H -0.5640 -3.8479 0.2399
C -1.8755 -2.7818 4.4520
C -3.1836 -2.8875 4.0092
C -3.5112 -2.5195 2.7146
C -2.5245 -2.0193 1.8738
C -1.2165 -1.9237 2.3167
C -0.8902 -2.2964 3.6098
Ge -3.1055 -1.5205 -0.0266
C -0.8044 -3.2051 -1.7639
C -0.4450 -2.2227 -2.6771
C -1.2916 -1.9117 -3.7304
C -2.4959 -2.5773 -3.8823
C -2.8466 -3.5800 -2.9938
C -2.0056 -3.8899 -1.9368
C -4.6331 -0.1414 0.0762
C -5.5435 -0.0864 -0.9674
C -6.6413 0.7537 -0.8849
C -6.8250 1.5306 0.2466
C -5.9143 1.4748 1.2892
C -4.8095 0.6400 1.2080
H -1.6248 -3.0939 5.4528
H -3.9486 -3.2763 4.6627
H -4.5316 -2.6097 2.3602
H -0.4371 -1.5325 1.6638
H 0.1347 -2.2188 3.9369
H 0.5187 -1.7183 -2.5936
H -1.0111 -1.1548 -4.4467
H -3.1536 -2.3255 -4.6993
H -3.7697 -4.1258 -3.1211
H -2.2555 -4.7046 -1.2712
H -5.3888 -0.7033 -1.8441
H -7.3547 0.7848 -1.6950
H -7.6816 2.1837 0.3135
H -6.0633 2.0709 2.1779
H -4.0914 0.6059 2.0177
*
```

---

Record 6
ORCA calculation (ωB97M-V/def2-TZVPD) on a structure of composition C31H27Br2Cl2LaN3O6S2 at a distorted geometry.

Computed properties:
* energy above the lowest of the compared OMol25 structures with the same formula, charge and spin: 0.0 kcal/mol
* HOMO: -4.3 eV
* lowest unoccupied orbital energy: 0.8 eV

ORCA input file:
```
! wB97M-V def2-TZVPD RIJCOSX def2/J DEFGRID3
* xyz -1 1
La 0.4771 0.2043 -0.8253
C -2.8933 -1.5928 -0.3451
N -2.4017 -0.2254 -0.0898
C -2.4100 0.1107 1.3834
C -1.3768 -0.6529 2.1907
N -0.0161 0.0055 2.2468
C 0.9279 -0.9153 2.9183
C 0.0207 1.2941 2.8345
C -0.9226 1.8581 3.7191
C -0.7701 3.1763 4.2122
C 0.3432 3.9410 3.7959
C 1.3134 3.3483 2.9716
C 1.2145 2.0390 2.4601
S 2.4001 1.4382 1.4141
C -3.1499 0.7712 -0.8363
C -4.1196 1.5314 -0.1981
C -4.6596 2.6193 -0.8746
C -4.3842 2.7848 -2.2425
C -3.5042 1.9548 -2.8973
C -2.8703 0.8898 -2.2161
S -1.7371 -0.1009 -3.0090
H -2.9929 -1.7604 -1.4309
H -3.9029 -1.7163 0.1293
H -2.1972 -2.3761 0.0255
H -3.4217 -0.0810 1.7873
H -2.2630 1.2008 1.5012
H -1.1848 -1.6837 1.8304
H -1.7441 -0.7680 3.2334
H 0.7170 -0.9474 3.9893
H 1.9467 -0.5189 2.7285
H 0.8602 -1.8972 2.4372
H -1.7462 1.2300 4.0874
H -1.4917 3.6171 4.8801
H 0.4670 4.9886 4.0545
H 2.2388 3.8866 2.6977
H -4.3625 1.3704 0.8688
H -5.2876 3.3256 -0.3497
H -4.7954 3.6009 -2.8203
H -3.2547 2.2002 -3.9421
Cl 2.8238 7.4191 -2.9335
C 2.3832 5.7560 -2.7733
C 3.1942 4.7971 -3.4075
C 3.0132 3.4172 -3.2340
Cl 4.0185 2.3008 -4.0261
C 1.9149 2.8944 -2.4276
O 1.7110 1.6394 -2.2967
C 1.0756 3.9180 -1.7543
C 0.0841 3.5719 -0.8682
O -0.2320 2.4049 -0.3834
C 1.3096 5.2839 -2.0185
H 4.0374 5.0863 -3.9875
H -0.5097 4.4328 -0.4492
H 0.6658 6.0106 -1.5570
Br -0.3887 -3.4695 -3.4389
C 1.3511 -2.9561 -4.2657
Br 1.9384 -1.1532 -3.8911
H 1.2541 -3.0571 -5.3310
H 2.1348 -3.6188 -3.8789
O 2.0843 -1.8331 -0.2019
C 1.1003 -2.6439 -0.0865
O -0.1073 -2.2954 -0.2404
C 1.3636 -4.0914 0.3317
C 0.2487 -4.9898 0.3378
C 0.4054 -6.3493 0.6370
C 1.6766 -6.8580 0.9266
C 2.7339 -5.9517 0.9678
C 2.6413 -4.5568 0.6928
N 3.9557 -6.4585 1.4142
O 4.9405 -5.6616 1.3945
O 3.9385 -7.6491 1.8307
H -0.7208 -4.6212 0.0174
H -0.4623 -7.0224 0.6628
H 1.8586 -7.9324 1.1345
H 3.4972 -3.9140 0.7831
*
```

---

no.,DFT total energy (eV)
1,-144989.7653
2,-85638.3010
3,-856652.3283
4,-99042.5866
5,-115353.9112
6,-237004.7002